{
  "formula": "C6H9NO",
  "method": "ωB97M-V/def2-TZVPD",
  "species": ["C", "C", "C", "O", "H", "H", "H", "H", "H", "H", "H", "H", "C", "C", "C", "N", "H"],
  "xyz": [[-0.57389, -0.16833, 0.61988], [0.58570, -0.04346, 1.58796], [1.76473, -0.93628, 1.20488], [-0.10088, 0.17447, -0.72422], [0.31661, 1.09898, -0.74889], [-1.40179, 0.50256, 0.86514], [-0.94292, -1.18775, 0.52495], [0.90090, 1.00260, 1.64282], [0.20844, -0.31261, 2.57813], [2.57272, -0.83451, 1.92856], [2.15272, -0.67701, 0.22055], [1.46322, -1.98429, 1.18137], [-0.70871, 1.90958, -2.28867], [-1.25700, 0.30901, -1.93676], [-2.10467, -0.53546, -2.19574], [0.13199, 2.57819, -1.83920], [-3.00715, -0.89572, -2.62077]],
  "nbo_charge": [-0.06, -0.43, -0.61, -0.58, 0.53, 0.20, 0.22, 0.21, 0.22, 0.22, 0.22, 0.21, 0.24, 0.03, -0.41, -0.43, 0.24],
  "e_homo_ev": -8.3,
  "energy_ha": -363.792805,
  "e_above_lowest_kcal_mol": 145.2,
  "homo_lumo_gap_ev": 8.291,
  "max_force_ev_per_a": 3.3
}

{
  "formula": "C4H9N3",
  "method": "ωB97M-V/def2-TZVPD",
  "species": ["C", "C", "C", "C", "H", "H", "H", "H", "H", "H", "H", "H", "H", "N", "N", "N"],
  "xyz": [[-1.75378, 0.88984, -0.46544], [-0.21747, -1.19666, -0.28612], [2.31480, -0.37850, -0.12018], [1.63984, 0.57243, 0.80166], [-2.58554, 1.85079, -0.30767], [-0.61664, 1.24984, -0.16607], [-1.84161, 0.56258, -1.73348], [-3.24145, -0.64989, 0.70287], [0.23303, -2.13313, -0.65998], [2.70360, -1.14163, 0.42447], [3.01624, -0.05364, -0.85281], [1.77342, 1.56734, 0.31083], [1.22043, 0.33906, 1.70952], [-2.15241, -0.14122, 0.68715], [-1.30901, -1.27832, 0.27809], [0.81653, -0.05889, -0.32285]],
  "nbo_charge": [-0.49, 0.22, -0.25, -0.25, 0.20, 0.26, 0.21, 0.38, 0.18, 0.19, 0.20, 0.22, 0.22, -0.48, -0.31, -0.51],
  "e_homo_ev": -8.3,
  "energy_ha": -321.819648,
  "e_above_lowest_kcal_mol": 169.9,
  "homo_lumo_gap_ev": 9.399,
  "smiles": "CN/N=C\\N1CC1",
  "max_force_ev_per_a": 5.7
}